[1]
Molecular formula: C4H11N3O
Method: DFT, the ωB97M-V functional and the def2-TZVPD basis

```
19
Properties=species:S:1:pos:R:3:forces:R:3
C -0.449 -1.926 1.319 1.883 0.578 0.558
C 0.066 -0.539 0.884 -0.520 0.562 -0.369
N -1.016 0.472 0.827 0.224 -1.264 -1.162
C -1.454 0.914 -0.487 -1.326 1.754 0.730
N -1.000 2.323 -0.659 0.925 0.730 -1.593
C 1.049 -0.648 -0.331 -0.048 0.605 1.668
N 1.401 0.568 -0.859 0.368 0.400 -0.654
O 1.621 -1.677 -0.582 -0.259 -0.463 -0.813
H -1.133 -2.400 0.617 0.198 0.106 -0.040
H 0.478 -2.493 1.490 -0.461 -0.497 -0.537
H -0.866 -1.886 2.314 -0.605 0.330 0.111
H 0.795 -0.069 1.563 -0.193 -0.820 0.623
H -0.828 1.269 1.405 0.101 0.237 0.001
H -2.543 1.026 -0.529 -0.118 -0.462 0.344
H -1.236 0.188 -1.269 0.582 0.254 -0.013
H -1.686 3.048 -0.874 -0.763 -0.814 0.641
H -0.423 2.488 -1.487 0.466 -0.766 0.418
H 1.451 1.389 -0.271 -0.618 -0.145 0.042
H 2.131 0.562 -1.553 0.164 -0.325 0.044
```
Forces are in eV/Å.

Calculated values
SMILES string: C[C@H](NCN)C(N)=O
Highest occupied orbital energy in Ha: -0.3211
Gap between HOMO and LUMO in eV: 9.570
ΔE to the lowest compared entry with this formula, charge and spin in kJ/mol: 141.4

=====

[2]
Molecular formula: C5H11NO
Method: DFT, the ωB97M-V functional and the def2-TZVPD basis

```
18
Properties=species:S:1:pos:R:3:forces:R:3
C -0.587 -0.968 2.334 -0.198 -0.266 0.177
C 0.689 1.146 1.022 0.095 0.384 -0.288
N 0.035 0.663 0.011 -0.101 -0.252 0.334
C -1.089 0.055 -0.407 -0.019 0.331 -0.354
C 0.189 -0.426 -0.947 0.130 -0.151 -0.164
C 0.623 -0.102 -2.362 0.206 -0.237 0.019
O -0.052 1.016 -2.883 0.149 0.250 0.032
H -0.834 -0.204 3.078 -0.028 -0.181 -0.077
H 0.473 -1.222 2.437 -0.267 0.026 -0.132
H -1.186 -1.858 2.507 -0.002 -0.134 0.353
H 0.163 1.755 1.746 0.095 0.057 -0.200
H 1.733 0.889 1.150 -0.070 0.169 -0.201
H -0.908 -0.649 1.314 0.254 -0.264 0.800
H -1.999 0.442 -0.830 0.011 0.098 0.006
H 0.652 -1.320 -0.504 -0.207 0.006 -0.208
H 1.715 0.003 -2.434 -0.089 0.049 0.006
H 0.332 -0.958 -2.982 0.101 0.121 0.071
H 0.053 1.737 -2.249 -0.061 -0.008 -0.173
```
Forces are in eV/Å.

Calculated values
Highest occupied orbital energy (spin up / spin down) in Ha: -0.2703 / -0.2703
Gap between HOMO and LUMO (spin up / spin down) in eV: 8.114 / 8.113
ΔE to the lowest compared entry with this formula, charge and spin in kJ/mol: 537.9

=====

[3]
Molecular formula: C37H96N8O8
Method: DFT, the ωB97M-V functional and the def2-TZVPD basis

```
149
Properties=species:S:1:pos:R:3:forces:R:3
C 1.603 -2.736 3.306 -1.052 -0.745 -1.455
C 2.845 -3.482 2.850 1.873 1.860 -0.463
C 3.919 -2.642 2.060 -0.732 1.550 -0.095
O 3.439 -2.183 0.783 0.143 -1.202 -0.199
C 4.347 -1.395 -0.044 -0.887 -0.734 1.459
N 3.485 -3.867 4.070 1.091 -0.971 1.211
H 0.918 -3.014 2.505 -0.882 0.681 0.124
H 1.620 -1.654 3.435 0.577 -0.152 -0.299
H 1.209 -3.152 4.234 0.141 -0.201 -0.045
H 2.662 -4.346 2.212 -0.611 -0.019 -0.133
H 4.885 -3.147 2.066 -0.009 -0.754 -0.792
H 4.193 -1.724 2.582 -0.351 0.172 0.765
H 5.303 -1.911 -0.121 0.176 0.234 -0.014
H 4.392 -0.423 0.447 0.587 0.247 -0.234
H 3.895 -1.292 -1.031 -0.072 -0.096 0.059
H 4.476 -4.033 3.971 0.289 0.029 -0.190
H 3.115 -4.769 4.334 -0.148 -0.101 0.412
C -3.931 -0.452 -2.063 -0.329 -0.901 0.863
C -4.975 -1.571 -1.676 -0.503 0.203 -0.664
C -6.457 -1.067 -1.606 1.290 1.226 2.080
O -6.563 0.231 -0.880 0.271 -0.311 -1.628
C -6.283 0.368 0.498 -0.227 -1.154 -0.049
N -4.995 -2.765 -2.578 -0.454 1.361 0.380
H -3.663 -0.006 -1.105 0.159 0.510 -0.163
H -4.204 0.324 -2.778 -0.677 -0.093 0.163
H -3.014 -0.874 -2.473 0.018 -0.424 0.166
H -4.800 -1.958 -0.673 0.506 0.388 -0.139
H -7.027 -1.796 -1.030 -0.195 -0.219 -0.217
H -6.899 -0.917 -2.591 0.015 0.261 0.105
H -6.310 1.421 0.778 -0.238 -0.031 -0.289
H -5.328 -0.017 0.854 0.441 -0.102 -0.441
H -7.022 -0.205 1.058 -0.315 0.145 0.348
H -5.424 -2.340 -3.388 -0.101 -0.541 -0.768
H -4.048 -2.976 -2.859 0.294 -0.138 0.156
C 0.361 -3.052 -1.367 -1.497 -0.197 0.318
C -0.268 -1.830 -0.641 0.747 -1.291 -0.876
C -1.546 -2.174 0.215 0.230 -1.722 -0.688
O -2.410 -3.127 -0.526 0.105 0.154 -0.660
C -3.447 -3.729 0.255 0.347 1.199 0.758
N 0.792 -1.174 0.064 -0.563 1.765 1.287
H -0.392 -3.308 -2.113 0.388 -0.640 -0.323
H 0.492 -3.887 -0.679 -0.051 -0.156 0.105
H 1.332 -2.838 -1.812 -0.298 0.346 -0.049
H -0.575 -1.207 -1.481 -0.213 0.469 0.213
H -2.117 -1.296 0.519 -0.032 0.174 -0.157
H -1.253 -2.732 1.105 0.310 0.244 0.327
H -4.340 -4.160 -0.199 0.549 0.102 -1.472
H -3.885 -2.880 0.780 -0.037 -0.311 1.108
H -3.085 -4.539 0.888 0.370 0.309 0.463
H 1.314 -0.512 -0.492 -0.174 -0.073 -0.166
H 1.468 -1.705 0.594 -0.219 -0.496 -0.243
C -0.270 -1.144 -5.727 -1.949 -1.283 -1.043
C 0.940 -0.494 -5.273 -0.150 1.458 1.381
C 1.028 0.994 -5.559 0.343 0.869 -1.487
O 2.200 1.478 -4.952 0.213 0.944 -0.364
C 2.413 2.878 -5.161 0.907 -0.432 0.957
N 0.944 -0.628 -3.824 1.346 -0.254 0.283
H -1.218 -0.718 -5.399 0.094 0.990 -0.140
H -0.373 -2.082 -5.182 0.503 -0.580 -0.624
H -0.278 -1.238 -6.812 -0.312 -0.387 -0.030
H 1.840 -0.988 -5.638 -0.001 0.032 -0.156
H 0.184 1.634 -5.299 -0.626 -0.484 0.954
H 1.080 1.268 -6.613 0.284 -0.575 -0.736
H 3.462 3.021 -4.903 0.046 0.138 -0.047
H 1.849 3.486 -4.454 -0.400 -0.030 0.008
H 2.277 3.278 -6.166 -0.313 -0.525 -0.305
H 1.774 -0.077 -3.658 0.327 -0.008 1.385
H 0.185 -0.099 -3.419 -0.327 0.198 -0.034
C -1.838 2.741 -2.999 -1.657 -0.515 0.726
C -1.168 3.449 -1.830 1.021 0.203 -2.302
C -2.116 4.330 -1.061 0.730 0.729 0.891
O -2.478 5.544 -1.721 0.471 -0.355 0.490
C -2.876 6.577 -0.825 -0.156 -0.163 -0.741
N -0.568 2.487 -0.932 -0.222 -0.807 0.402
H -1.220 1.966 -3.451 -0.050 -0.023 0.145
H -2.324 3.319 -3.786 0.634 0.669 0.021
H -2.723 2.355 -2.494 -0.194 -1.156 -0.296
H -0.422 4.015 -2.388 0.501 0.774 0.840
H -1.573 4.556 -0.144 0.114 0.397 0.170
H -2.950 3.735 -0.689 -0.618 -0.042 -0.333
H -3.883 6.355 -0.473 -0.185 0.338 0.104
H -2.815 7.504 -1.396 -0.482 -0.030 -0.116
H -2.243 6.772 0.041 0.432 -0.655 0.143
H 0.423 2.533 -0.745 0.017 0.783 -0.122
H -0.724 1.531 -1.219 -0.328 -0.083 -0.068
C 1.553 6.077 1.292 0.801 -0.326 -0.270
C 2.158 6.384 -0.084 -0.195 -0.933 -0.313
C 3.035 5.120 -0.613 -2.173 0.931 0.152
O 2.325 3.856 -0.503 -0.331 1.429 -0.149
C 2.974 2.841 -1.192 1.286 -1.151 -0.435
N 1.112 6.833 -1.033 0.192 -1.602 -0.483
H 2.385 6.215 1.982 -0.501 0.425 0.697
H 1.269 5.034 1.434 -0.049 -0.156 -0.472
H 0.642 6.660 1.429 0.401 0.375 0.549
H 2.871 7.207 -0.046 0.172 -0.050 0.294
H 3.961 5.016 -0.047 0.153 0.258 -0.084
H 3.171 5.406 -1.656 0.491 -0.475 -0.201
H 2.585 1.839 -1.011 -0.584 0.155 0.610
H 4.022 2.754 -0.908 0.296 0.140 0.264
H 3.005 2.870 -2.281 -0.377 0.809 -0.335
H 0.323 6.225 -0.864 -0.316 -0.177 -0.427
H 0.730 7.767 -0.988 0.673 0.231 0.568
C 5.044 -6.913 -0.728 0.117 1.080 0.057
C 4.099 -7.453 0.299 1.569 -1.005 0.943
C 2.672 -7.265 -0.056 -0.868 0.210 -0.756
O 2.367 -7.366 -1.465 0.186 0.009 0.368
C 0.978 -7.279 -1.736 -0.395 -1.218 0.795
N 4.594 -8.818 0.702 -1.814 0.277 -0.006
H 4.684 -6.010 -1.221 -0.189 -0.072 -0.154
H 5.202 -7.704 -1.460 0.381 0.294 -0.084
H 5.926 -6.583 -0.178 0.529 -0.417 -0.449
H 4.183 -6.964 1.270 0.081 0.740 -0.164
H 2.452 -6.228 0.197 -0.280 0.097 0.332
H 2.104 -7.941 0.585 -0.628 -0.138 -0.225
H 0.531 -8.174 -1.303 -0.301 -0.483 -0.182
H 0.746 -7.280 -2.801 0.532 0.175 0.034
H 0.391 -6.508 -1.236 0.628 0.820 -0.015
H 4.255 -9.511 0.051 0.507 -0.199 -0.146
H 5.598 -8.816 0.811 -0.060 -0.103 -0.348
C 0.209 1.319 6.008 0.277 0.682 0.731
C -0.206 2.351 4.929 -0.412 0.628 1.282
C 0.786 2.252 3.759 -0.505 -0.334 -1.686
C 0.504 1.044 2.819 -1.420 0.185 0.237
C -0.999 0.985 2.314 0.167 1.280 0.737
C -1.996 1.965 3.115 1.396 -0.272 -1.657
N -1.593 2.035 4.512 1.301 -1.780 -1.761
O -2.599 2.213 5.422 -0.471 0.937 0.924
C -1.919 3.377 2.424 0.478 0.459 0.288
C -3.378 1.359 2.894 -0.124 0.835 0.736
C -0.202 3.801 5.561 1.058 0.093 0.201
H 1.235 1.485 6.336 0.288 0.052 -0.338
H 0.120 0.266 5.741 -0.184 0.155 -0.359
H -0.330 1.497 6.938 -0.515 -0.136 -0.051
H 0.793 3.166 3.164 -0.557 0.196 -0.155
H 1.854 2.182 3.962 -0.129 -0.120 1.173
H 0.686 0.122 3.370 0.076 0.065 0.063
H 1.223 1.055 2.000 -0.182 -0.002 -0.114
H -1.438 -0.012 2.338 0.408 -0.188 0.391
H -1.107 1.301 1.276 0.340 -0.007 -0.059
H -1.199 3.394 1.606 -0.121 -0.261 -0.130
H -2.835 3.831 2.048 -0.394 -0.467 -0.048
H -1.534 4.127 3.115 -0.025 -0.115 0.280
H -3.472 0.318 3.205 0.139 0.010 0.243
H -4.037 1.999 3.481 -0.577 -0.296 -0.137
H -3.667 1.412 1.845 0.198 0.143 -0.039
H -0.811 3.960 6.451 -0.569 -0.490 -0.278
H -0.378 4.625 4.870 -0.556 -0.367 -0.396
H 0.772 4.111 5.940 0.597 -0.579 -0.022
H -2.768 1.350 5.808 0.019 -0.239 0.074
```
Forces are in eV/Å.

Calculated values
2S+1: 2
Charge: -1
Highest occupied orbital energy (spin up / spin down) in Ha: 0.0264 / -0.2099
<S²>: 0.751
Gap between HOMO and LUMO (spin up / spin down) in eV: 1.545 / 7.893

=====

| no. | electronic energy (eV) |
| --- | --- |
| 1 | -10843.7460 |
| 2 | -8896.1220 |
| 3 | -68216.1335 |